Entry from the OMol25 dataset: 6 unconnected molecules or ions with the total composition C19H32NO14S at a distorted geometry (ωB97M-V with the def2-TZVPD basis set).

Properties
Charge: -1
HOMO energy (eV): -6.05
E_LUMO (eV): 2.5
Strongest force on any atom (eV/Å): 1.91
Molecular weight (g/mol): 530.53
Spin multiplicity: 1
Energy above the lowest of the compared OMol25 structures with the same formula, charge and spin (kcal per mole): 0.0
Energy (eV): -61211.73875

Bonds (Å) are listed after each position.
Geometry (Å):
1 N -22.617 -2.094 -11.185  O2 1.244, O3 1.247, O4 1.267
2 O -22.648 -3.071 -10.415  N1 1.244
3 O -23.656 -1.458 -11.455  N1 1.247
4 O -21.506 -1.724 -11.668  N1 1.267
5 O -19.426 -5.509 -12.842  C6 1.206
6 C -19.092 -5.358 -11.692  O5 1.206, O7 1.353, C10 1.516
7 O -17.860 -5.754 -11.300  C6 1.353, C8 1.416
8 C -17.590 -5.238 -10.009  O7 1.416, C9 1.539, H11 1.092, H12 1.090
9 C -18.966 -4.937 -9.389  C8 1.539, C10 1.528, H13 1.090, H14 1.090
10 C -19.844 -4.624 -10.599  C6 1.516, C9 1.528, H15 1.089, H16 1.087
11 H -17.009 -4.314 -10.051  C8 1.092
12 H -17.099 -6.002 -9.407  C8 1.090
13 H -18.819 -4.120 -8.682  C9 1.090
14 H -19.356 -5.781 -8.820  C9 1.090
15 H -19.959 -3.565 -10.825  C10 1.089
16 H -20.838 -5.042 -10.461  C10 1.087
17 O -27.323 -1.355 -15.986  C18 1.197
18 C -27.452 -1.253 -14.800  O17 1.197, O19 1.332, C22 1.532
19 O -26.549 -1.617 -13.890  C18 1.332, C20 1.432
20 C -26.794 -0.997 -12.623  O19 1.432, C21 1.536, H23 1.087, H24 1.095
21 C -27.916 0.018 -12.887  C20 1.536, C22 1.523, H25 1.091, H26 1.091
22 C -28.627 -0.562 -14.102  C18 1.532, C21 1.523, H27 1.087, H28 1.087
23 H -25.843 -0.684 -12.200  C20 1.087
24 H -27.223 -1.691 -11.893  C20 1.095
25 H -27.510 1.023 -13.006  C21 1.091
26 H -28.536 0.032 -11.989  C21 1.091
27 H -28.965 0.217 -14.780  C22 1.087
28 H -29.415 -1.262 -13.833  C22 1.087
29 O -23.563 3.844 -12.728  C30 1.199
30 C -23.084 2.786 -13.028  O29 1.199, O31 1.346, C34 1.506
31 O -23.812 1.751 -13.487  C30 1.346, C32 1.432
32 C -22.971 0.636 -13.804  O31 1.432, C33 1.531, H35 1.086, H36 1.091
33 C -21.522 1.125 -13.741  C32 1.531, C34 1.543, H37 1.089, H38 1.089
34 C -21.659 2.350 -12.813  C30 1.506, C33 1.543, H39 1.085, H40 1.089
35 H -23.240 0.149 -14.736  C32 1.086
36 H -23.095 -0.092 -13.001  C32 1.091
37 H -21.073 1.351 -14.707  C33 1.089
38 H -20.912 0.378 -13.236  C33 1.089
39 H -20.923 3.124 -13.006  C34 1.085
40 H -21.639 2.037 -11.770  C34 1.089
41 O -19.295 -1.198 -6.701  C42 1.190
42 C -19.330 -0.720 -7.791  O41 1.190, O43 1.368, C46 1.514
43 O -19.671 0.593 -7.962  C42 1.368, C44 1.406
44 C -19.783 0.909 -9.326  O43 1.406, C45 1.524, H47 1.090, H48 1.093
45 C -18.851 -0.074 -10.024  C44 1.524, C46 1.507, H49 1.093, H50 1.090
46 C -19.001 -1.295 -9.153  C42 1.514, C45 1.507, H51 1.087, H52 1.097
47 H -19.477 1.920 -9.595  C44 1.090
48 H -20.799 0.723 -9.684  C44 1.093
49 H -17.802 0.236 -10.014  C45 1.093
50 H -19.156 -0.248 -11.056  C45 1.090
51 H -18.121 -1.934 -9.164  C46 1.087
52 H -19.867 -1.869 -9.502  C46 1.097
53 O -24.677 -4.894 -12.386  S54 1.435
54 S -24.122 -5.605 -13.502  O53 1.435, O55 1.437, O56 1.616, C59 1.811
55 O -24.681 -6.859 -13.927  S54 1.437
56 O -24.140 -4.593 -14.762  S54 1.616, C57 1.443
57 C -23.890 -3.185 -14.564  O56 1.443, C58 1.501, H60 1.096, H61 1.089
58 C -24.214 -2.485 -15.851  C57 1.501, H62 1.089, H63 1.087, H64 1.095
59 C -22.335 -5.751 -13.249  S54 1.811, H65 1.083, H66 1.089, H67 1.083
60 H -22.838 -3.069 -14.274  C57 1.096
61 H -24.454 -2.814 -13.709  C57 1.089
62 H -23.979 -1.424 -15.795  C58 1.089
63 H -25.239 -2.640 -16.180  C58 1.087
64 H -23.610 -2.841 -16.693  C58 1.095
65 H -21.986 -4.746 -13.455  C59 1.083
66 H -21.881 -6.377 -14.016  C59 1.089
67 H -22.162 -6.222 -12.289  C59 1.083

Mulliken charges in e:
1 N 0.918
2 O -0.674
3 O -0.673
4 O -0.649
5 O -0.575
6 C 0.375
7 O -0.390
8 C -0.429
9 C -0.559
10 C 0.597
11 H 0.250
12 H 0.334
13 H 0.231
14 H 0.324
15 H -0.455
16 H 0.290
17 O -0.604
18 C 0.474
19 O -0.108
20 C -0.252
21 C -0.550
22 C -0.581
23 H 0.199
24 H 0.231
25 H 0.245
26 H 0.363
27 H 0.284
28 H 0.284
29 O -0.641
30 C 0.345
31 O -0.359
32 C 1.272
33 C -0.421
34 C -0.033
35 H -0.321
36 H -0.433
37 H 0.367
38 H 0.019
39 H 0.377
40 H -0.140
41 O -0.598
42 C 0.249
43 O -0.408
44 C -0.143
45 C -0.583
46 C 0.753
47 H 0.370
48 H 0.094
49 H 0.356
50 H 0.131
51 H 0.245
52 H -0.452
53 O -0.592
54 S 1.264
55 O -0.686
56 O -0.419
57 C 0.530
58 C -1.412
59 C -0.876
60 H 0.213
61 H 0.152
62 H 0.217
63 H 0.288
64 H 0.409
65 H 0.268
66 H 0.370
67 H 0.320



Entry from the OMol25 dataset: 2 unconnected molecules or ions with the total composition C22H33N5O4S at a distorted geometry (ωB97M-V with the def2-TZVPD basis set).

Properties
HOMO energy (eV): -8.70
E_LUMO (eV): 0.4
Strongest force on any atom (eV/Å): 2.00
Molecular weight (g/mol): 463.60
Spin multiplicity: 1
Energy (eV): -49824.99838

Bonds (Å) are listed after each position.
Geometry (Å):
1 O 2.246 4.711 2.771  C7 1.223
2 O 0.934 -3.387 -3.371  C8 1.221
3 O -1.064 7.005 0.792  C9 1.225
4 N -3.026 -6.029 -3.514  C10 1.314, C11 1.387
5 O 1.987 -3.961 -6.713  N19 1.434, H33 0.977
6 S -0.332 -6.256 -3.494  C10 1.765, C24 1.847
7 C 2.311 4.185 1.670  O1 1.223, N22 1.336, C23 1.510
8 C 0.930 -3.943 -4.459  O2 1.221, N19 1.383, C24 1.528
9 C -0.087 6.364 1.162  O3 1.225, N21 1.337, C32 1.544
10 C -1.909 -5.758 -2.877  N4 1.314, S6 1.765, N20 1.393
11 C -4.035 -5.447 -2.761  N4 1.387, C12 1.364, H34 1.086
12 C -3.514 -4.805 -1.675  C11 1.364, N20 1.380, H35 1.084
13 C -1.184 -3.144 -0.519  C16 1.400, C17 1.400, H36 1.085
14 C -0.295 -5.364 -0.189  C16 1.401, C18 1.401, H37 1.085
15 C 0.658 -3.491 1.003  C17 1.401, C18 1.401, H38 1.085
16 C -1.213 -4.512 -0.818  C13 1.400, C14 1.401, N20 1.398
17 C -0.246 -2.622 0.378  C13 1.400, C15 1.401, C25 1.504
18 C 0.635 -4.865 0.733  C14 1.401, C15 1.401, C26 1.505
19 N 1.930 -3.565 -5.336  O5 1.434, C8 1.383, H39 1.020
20 N -2.150 -5.008 -1.728  C10 1.393, C12 1.380, C16 1.398
21 N 0.910 6.953 1.830  C9 1.337, C27 1.461, H40 1.014
22 N 1.363 4.260 0.732  C7 1.336, C32 1.484, H41 1.007
23 C 3.540 3.390 1.297  C7 1.510, H42 1.089, H43 1.088, H44 1.089
24 C -0.127 -4.985 -4.819  S6 1.847, C8 1.528, H45 1.093, H46 1.091
25 C -0.207 -1.141 0.645  C17 1.504, H47 1.094, H48 1.094, H49 1.094
26 C 1.610 -5.789 1.412  C18 1.505, H50 1.094, H51 1.094, H52 1.094
27 C 0.945 8.368 2.191  N21 1.461, H53 1.092, H54 1.091, H55 1.090
28 C -1.919 3.296 3.862  C30 1.534, H56 1.091, H57 1.090, H58 1.090
29 C -1.068 2.577 0.923  C31 1.542, H59 1.090, H60 1.090, H61 1.090
30 C -0.763 3.922 3.072  C28 1.534, C31 1.546, H62 1.090, H63 1.089
31 C -1.008 3.986 1.547  C29 1.542, C30 1.546, C32 1.552, H64 1.092
32 C 0.011 4.871 0.782  C9 1.544, N22 1.484, C31 1.552, H65 1.090
33 H 2.657 -4.654 -6.873  O5 0.977
34 H -5.092 -5.487 -3.008  C11 1.086
35 H -4.066 -4.261 -0.917  C12 1.084
36 H -1.882 -2.477 -1.015  C13 1.085
37 H -0.314 -6.425 -0.416  C14 1.085
38 H 1.391 -3.098 1.700  C15 1.085
39 H 2.454 -2.744 -5.031  N19 1.020
40 H 1.648 6.352 2.179  N21 1.014
41 H 1.581 3.790 -0.131  N22 1.007
42 H 3.256 2.359 1.093  C23 1.089
43 H 4.006 3.831 0.417  C23 1.088
44 H 4.241 3.414 2.130  C23 1.089
45 H -1.075 -4.473 -5.003  C24 1.093
46 H 0.160 -5.488 -5.744  C24 1.091
47 H 0.134 -0.611 -0.250  C25 1.094
48 H 0.475 -0.907 1.468  C25 1.094
49 H -1.204 -0.779 0.909  C25 1.094
50 H 2.547 -5.822 0.849  C26 1.094
51 H 1.823 -5.443 2.428  C26 1.094
52 H 1.204 -6.803 1.474  C26 1.094
53 H 0.700 8.977 1.319  C27 1.092
54 H 0.210 8.562 2.974  C27 1.091
55 H 1.937 8.640 2.552  C27 1.090
56 H -2.843 3.842 3.666  C28 1.091
57 H -1.696 3.352 4.928  C28 1.090
58 H -2.049 2.249 3.590  C28 1.090
59 H -1.189 2.656 -0.158  C29 1.090
60 H -0.156 2.024 1.147  C29 1.090
61 H -1.922 2.028 1.317  C29 1.090
62 H -0.611 4.932 3.455  C30 1.090
63 H 0.136 3.341 3.277  C30 1.089
64 H -1.988 4.442 1.397  C31 1.092
65 H -0.336 4.866 -0.251  C32 1.090

Mulliken charges in e:
1 O -0.694
2 O -0.592
3 O -0.689
4 N -0.646
5 O -0.433
6 S -0.134
7 C 0.927
8 C 0.339
9 C -0.028
10 C 0.264
11 C -0.640
12 C -0.161
13 C -0.404
14 C -0.438
15 C -0.949
16 C -0.064
17 C 0.843
18 C 0.691
19 N -0.112
20 N 0.343
21 N -0.019
22 N -0.142
23 C -1.417
24 C -0.532
25 C -1.436
26 C -1.531
27 C -1.005
28 C -1.448
29 C -1.854
30 C -0.327
31 C 0.285
32 C -0.129
33 H 0.341
34 H 0.404
35 H 0.408
36 H 0.481
37 H 0.461
38 H 0.366
39 H 0.262
40 H 0.108
41 H 0.304
42 H 0.311
43 H 0.341
44 H 0.387
45 H 0.355
46 H 0.403
47 H 0.339
48 H 0.382
49 H 0.330
50 H 0.294
51 H 0.389
52 H 0.371
53 H 0.310
54 H 0.298
55 H 0.366
56 H 0.340
57 H 0.421
58 H 0.295
59 H 0.467
60 H 0.314
61 H 0.506
62 H 0.426
63 H 0.215
64 H 0.528
65 H 0.607



Entry from the OMol25 dataset: C9H9IN4 in the gas phase at a distorted geometry (ωB97M-V with the def2-TZVPD basis set).

Properties
HOMO energy (eV): -8.89
E_LUMO (eV): -0.7
Strongest force on any atom (eV/Å): 4.22
Molecular weight (g/mol): 300.10
Spin multiplicity: 1
Energy (eV): -23537.10860

Bonds (Å) are listed after each position.
Geometry (Å):
1 C -1.177 3.518 -0.350  N10 1.301, N11 1.327, H15 1.148
2 C 0.705 3.327 0.751  N10 1.332, N12 1.351, H16 1.066
3 C -0.140 1.525 -0.241  C7 1.442, N11 1.315, N12 1.292
4 C -0.993 -0.403 -1.448  C6 1.434, C7 1.333, H17 1.137
5 C 0.714 -1.568 1.105  C8 1.353, C9 1.586, H18 1.105
6 C -1.167 -1.809 -1.673  C4 1.434, N13 1.294, H19 1.164
7 C -0.108 0.131 -0.607  C3 1.442, C4 1.333, C8 1.605
8 C 1.046 -0.749 0.080  C5 1.353, C7 1.605, I14 2.089
9 C 1.502 -2.532 2.087  C5 1.586, H20 1.122, H21 1.082, H22 1.028
10 N -0.302 4.124 0.399  C1 1.301, C2 1.332
11 N -1.141 2.241 -0.706  C1 1.327, C3 1.315
12 N 0.753 1.989 0.569  C2 1.351, C3 1.292
13 N -2.249 -2.206 -2.260  C6 1.294, H23 1.060
14 I 2.986 -0.198 -0.462  C8 2.089
15 H -2.092 4.002 -0.848  C1 1.148
16 H 1.426 3.695 1.444  C2 1.066
17 H -1.689 0.357 -1.929  C4 1.137
18 H -0.337 -1.361 1.378  C5 1.105
19 H -0.214 -2.477 -1.661  C6 1.164
20 H 1.175 -3.559 1.774  C9 1.122
21 H 1.247 -2.374 3.127  C9 1.082
22 H 2.485 -2.424 1.809  C9 1.028
23 H -2.429 -3.248 -2.336  N13 1.060

Mulliken charges in e:
1 C 0.081
2 C -0.108
3 C 0.531
4 C 0.110
5 C -0.008
6 C -0.129
7 C 0.032
8 C -0.472
9 C -1.121
10 N -0.532
11 N -0.475
12 N -0.383
13 N -0.635
14 I 0.079
15 H 0.350
16 H 0.410
17 H 0.385
18 H 0.371
19 H 0.320
20 H 0.277
21 H 0.313
22 H 0.346
23 H 0.259



Entry from the OMol25 dataset: 5 unconnected molecules or ions with the total composition H10O4S at a distorted geometry (ωB97M-V with the def2-TZVPD basis set).

Properties
HOMO energy (eV): -9.23
E_LUMO (eV): 0.3
Strongest force on any atom (eV/Å): 2.30
Molecular weight (g/mol): 106.14
Spin multiplicity: 1
Energy above the lowest of the compared OMol25 structures with the same formula, charge and spin (kcal per mole): 19.6
Energy (eV): -19187.17602

Bonds (Å) are listed after each position.
Geometry (Å):
1 S -1.773 1.648 -0.557  H2 1.349, H3 1.346
2 H -1.677 2.129 0.700  S1 1.349
3 H -1.882 0.425 -0.007  S1 1.346
4 H -0.055 0.797 3.142  O6 0.963
5 H 0.361 0.562 1.689  O6 0.987
6 O 0.077 1.270 2.314  H4 0.963, H5 0.987
7 H 1.923 0.149 -1.057  O9 0.961
8 H 2.802 -0.509 -2.365  O9 0.948
9 O 2.456 -0.527 -1.483  H7 0.961, H8 0.948
10 H 0.230 -2.420 -1.378  O12 0.967
11 H 0.531 -3.423 -0.311  O12 0.965
12 O -0.152 -2.793 -0.571  H10 0.967, H11 0.965
13 H 0.078 -1.444 0.493  O15 0.989
14 H 1.629 -0.960 0.376  O15 0.964
15 O 0.733 -0.718 0.640  H13 0.989, H14 0.964

Mulliken charges in e:
1 S -0.318
2 H 0.172
3 H 0.103
4 H 0.291
5 H 0.404
6 O -0.623
7 H 0.325
8 H 0.299
9 O -0.672
10 H 0.355
11 H 0.337
12 O -0.723
13 H 0.349
14 H 0.358
15 O -0.657



Entry from the OMol25 dataset: 2 unconnected molecules or ions with the total composition FI2P at a distorted geometry (ωB97M-V with the def2-TZVPD basis set).

Properties
HOMO energy (spin up / spin down) (eV): -9.33 / -9.33
E_LUMO (spin up / spin down) (eV): -3.6 / -3.6
Strongest force on any atom (eV/Å): 1.92
Molecular weight (g/mol): 303.78
Spin multiplicity: 1
Energy above the lowest of the compared OMol25 structures with the same formula, charge and spin (kcal per mole): 101.4
Energy (eV): -28204.44729

Bonds (Å) are listed after each position.
Geometry (Å):
1 F -2.394 -0.560 -0.634  no bonds
2 P 0.258 0.073 0.894  I3 2.392, I4 2.448
3 I 0.584 2.215 -0.119  P2 2.392
4 I 1.552 -1.728 -0.142  P2 2.448

Mulliken charges in e:
1 F -0.638
2 P 0.295
3 I 0.190
4 I 0.152



Entry from the OMol25 dataset: C3H8N2S2 in the gas phase at a distorted geometry (ωB97M-V with the def2-TZVPD basis set).

Properties
HOMO energy (eV): -8.69
E_LUMO (eV): 0.7
Strongest force on any atom (eV/Å): 8.20
Molecular weight (g/mol): 136.25
Spin multiplicity: 1
Energy above the lowest of the compared OMol25 structures with the same formula, charge and spin (kcal per mole): 98.4
Energy (eV): -27887.42783

Bonds (Å) are listed after each position.
Geometry (Å):
1 C -1.992 -0.381 0.707  C2 1.550, H4 1.036, H5 1.272, H6 1.270
2 C -1.254 -0.833 -0.579  C1 1.550, H7 1.308, H8 1.106, S14 1.755
3 C 1.048 0.989 -0.253  N12 1.231, N13 1.475, S14 1.851
4 H -2.094 -1.335 1.096  C1 1.036
5 H -3.052 -0.033 0.096  C1 1.272
6 H -1.631 0.470 1.577  C1 1.270
7 H -0.569 -1.748 0.057  C2 1.308
8 H -1.926 -1.333 -1.300  C2 1.106
9 H 0.935 2.659 -0.769  N12 1.001
10 H 2.140 0.351 1.327  N13 0.926
11 H 3.286 -0.097 -0.803  S15 1.414
12 N 1.330 2.159 0.003  C3 1.231, H9 1.001
13 N 1.566 -0.013 0.698  C3 1.475, H10 0.926, S15 1.832
14 S -0.217 0.306 -1.419  C2 1.755, C3 1.851
15 S 2.430 -1.161 -0.439  H11 1.414, N13 1.832

Mulliken charges in e:
1 C -0.817
2 C -0.345
3 C 0.356
4 H 0.302
5 H 0.212
6 H 0.271
7 H 0.136
8 H 0.381
9 H 0.302
10 H 0.288
11 H 0.169
12 N -0.627
13 N -0.417
14 S -0.105
15 S -0.106